Here is a structure of composition C50H54N6O3Tc at a distorted geometry from the Open Molecules 2025 dataset. Energies are from ωB97M-V/def2-TZVPD.

Each line ends with the Löwdin spin population.
CARTESIAN COORDINATES (ANGSTROEM)
Tc1 0.0955 -0.2315 -0.0304  0.077
C1 2.5019 -2.6139 -5.1932  0.004
C2 1.2579 -1.7270 -5.2948  0.007
C3 0.5212 -1.7082 -3.9993  0.058
C4 -0.5348 -2.5066 -3.6092  0.020
C5 -1.1878 -3.5988 -4.3920  0.000
C6 -0.6133 -4.9610 -3.9886  0.000
C7 -0.8346 -2.1870 -2.2481  0.091
N1 0.0216 -1.1862 -1.8385  0.012
C8 0.8675 -0.9061 -2.8691  0.042
C9 1.9535 -0.0261 -2.7859  0.078
C10 2.4112 0.6637 -1.6724  0.018
C11 3.5640 1.5208 -1.6009  -0.019
C12 4.5681 1.6944 -2.6913  -0.003
C13 5.5261 0.5012 -2.7203  -0.001
C14 3.5951 2.0467 -0.3324  0.008
C15 2.4707 1.4986 0.3816  -0.016
C16 2.0296 1.8759 1.6493  0.130
C17 0.9310 1.4179 2.3837  -0.002
N2 0.1504 0.3463 2.0647  0.025
C18 -0.7527 0.1580 3.0944  0.091
C19 -1.7311 -0.8513 3.2885  -0.020
C20 -1.8598 -2.0346 2.5594  0.102
N3 -0.8005 -2.2207 1.6506  0.014
C21 -2.0461 -2.7638 -0.1532  0.050
C22 -1.8215 -2.8907 -1.5060  0.005
C23 -2.9547 -3.3253 0.8002  0.053
C24 -2.9870 -2.7949 2.1041  0.012
C25 -4.1540 -2.9351 3.0388  0.000
C26 -3.8093 -3.8381 4.2267  0.001
C27 -3.8739 -4.4092 0.3111  0.005
C28 -3.1618 -5.7646 0.3615  0.004
C29 -0.5888 1.2342 4.0378  -0.012
C30 0.4663 2.0013 3.6117  0.056
C31 1.0039 3.2509 4.2296  0.008
C32 2.1666 2.9854 5.1889  0.004
C33 -1.4094 1.4376 5.2696  -0.004
C34 -0.9202 0.5560 6.4190  -0.001
N4 1.8054 0.6354 -0.4423  0.053
C35 4.5865 3.0064 0.2394  0.001
C36 5.6012 2.3012 1.1435  0.001
H1 3.0480 -2.6170 -6.1335  0.000
H2 2.2161 -3.6354 -4.9532  0.000
H3 3.1599 -2.2560 -4.4047  0.000
H4 0.6065 -2.1056 -6.0842  0.001
H5 1.5555 -0.7121 -5.5650  0.001
H6 -1.0157 -3.4385 -5.4572  0.000
H7 -2.2688 -3.5921 -4.2256  0.000
H8 0.4594 -4.9808 -4.1673  0.000
H9 -1.0777 -5.7658 -4.5557  0.000
H10 -0.7768 -5.1407 -2.9284  0.000
H11 2.5121 0.1107 -3.6993  0.004
H12 5.1410 2.6076 -2.5268  0.000
H13 4.0678 1.7828 -3.6571  -0.001
H14 6.0301 0.4055 -1.7616  0.000
H15 6.2745 0.6279 -3.4990  0.000
H16 4.9793 -0.4183 -2.9111  0.001
H17 2.5958 2.6690 2.1176  0.008
H18 -2.4481 -0.6681 4.0761  -0.003
H19 -2.4090 -3.6042 -2.0631  -0.001
H20 -5.0296 -3.3248 2.5197  0.000
H21 -4.4177 -1.9441 3.4190  -0.001
H22 -3.4034 -4.7885 3.8847  0.000
H23 -4.6964 -4.0341 4.8246  0.000
H24 -3.0650 -3.3558 4.8559  0.001
H25 -4.1730 -4.1983 -0.7175  0.001
H26 -4.7805 -4.4642 0.9141  0.000
H27 -2.2795 -5.7632 -0.2750  0.000
H28 -3.8291 -6.5560 0.0273  0.000
H29 -2.8422 -5.9858 1.3769  0.000
H30 0.2024 3.7572 4.7727  0.001
H31 1.3370 3.9217 3.4349  0.001
H32 1.8322 2.4053 6.0468  0.000
H33 2.5766 3.9286 5.5458  0.000
H34 2.9559 2.4325 4.6849  0.000
H35 -2.4601 1.2190 5.0626  -0.001
H36 -1.3465 2.4841 5.5733  0.000
H37 -1.0388 -0.4962 6.1718  0.000
H38 -1.4770 0.7691 7.3292  0.000
H39 0.1347 0.7425 6.6034  0.000
H40 4.0623 3.7717 0.8184  0.000
H41 5.1173 3.5091 -0.5716  0.000
H42 5.0897 1.7399 1.9215  0.001
H43 6.2587 3.0295 1.6128  0.000
H44 6.2113 1.6099 0.5672  0.000
O1 3.2979 -3.2246 1.5348  0.000
C37 2.4341 -3.9555 2.2534  0.000
C38 2.9091 -5.1214 2.8462  0.000
C39 2.0701 -5.9321 3.5843  0.000
C40 0.7380 -5.5733 3.7724  0.000
C41 0.2447 -4.4294 3.1900  0.002
C42 1.0679 -3.6029 2.4020  0.001
C43 0.5261 -2.5065 1.6427  0.001
O2 1.2079 -1.8831 0.7579  0.005
N5 -1.2627 -1.7344 0.4311  0.010
N6 -1.7524 -0.4961 0.3715  0.006
C44 -2.9376 0.0090 0.2814  0.001
C45 -3.0190 1.3919 -0.0335  0.001
C46 -4.2506 2.0609 0.0329  0.000
C47 -4.3462 3.4049 -0.2319  0.001
C48 -3.2026 4.1217 -0.5903  0.000
C49 -1.9864 3.4914 -0.6972  0.001
C50 -1.8353 2.1106 -0.4201  0.000
O3 -0.6572 1.5916 -0.5519  0.004
H45 2.8060 -2.4947 1.1030  0.000
H46 3.9450 -5.3815 2.6923  0.000
H47 2.4471 -6.8549 3.9948  0.000
H48 0.0905 -6.2007 4.3622  0.000
H49 -0.7923 -4.1621 3.3103  0.001
H50 -3.8303 -0.5899 0.4399  0.000
H51 -5.1297 1.5005 0.3184  0.000
H52 -5.3028 3.9001 -0.1615  0.000
H53 -3.2833 5.1818 -0.7882  0.000
H54 -1.1008 4.0383 -0.9840  0.000

Summary:
- E_HOMO (spin up / spin down) (eV) = -5.5312 / -6.0459
- multiplicity = 2
- LUMO energy (spin up / spin down) (eV) = -0.674 / -1.245
- HOMO-LUMO gap (spin up / spin down) (eV) = 4.86 / 4.80


Here is a structure of composition C50H55GdIN9O2 at a distorted geometry from the Open Molecules 2025 dataset. Energies are from ωB97M-V/def2-TZVPD.

Each line ends with the Löwdin spin population.
CARTESIAN COORDINATES (ANGSTROEM)
Gd1 10.2495 11.6167 11.5941  7.173
C1 11.1746 7.9921 14.1470  0.000
C2 11.6141 8.2685 12.6493  0.000
C3 10.4080 8.2705 11.6904  -0.001
N1 10.2552 9.3257 10.7180  -0.023
C4 10.5697 9.1865 9.4903  0.000
C5 11.2542 8.0050 8.9546  0.000
C6 11.4237 7.5426 7.6503  0.000
C7 10.9365 8.0515 6.3962  0.002
C8 10.1436 9.1881 6.2706  0.000
C9 9.7871 10.1515 7.2088  0.000
C10 9.9895 10.2610 8.6023  -0.001
N2 9.5026 11.3550 9.2484  -0.028
C11 8.4795 12.2089 8.6948  -0.002
C12 7.7246 12.9821 9.7840  0.000
C13 6.9831 12.0827 10.7570  0.000
N3 7.8339 11.3918 11.7041  -0.018
C14 7.3106 10.6392 12.6272  -0.001
C15 5.9195 10.4172 12.7059  0.000
C16 5.1335 9.7778 13.6190  0.001
C17 5.4791 9.0212 14.7183  0.001
C18 6.7550 8.8491 15.1999  0.001
C19 7.9491 9.3342 14.7293  -0.003
C20 8.2809 10.2052 13.6502  -0.004
N4 9.5135 10.5976 13.5192  -0.055
C21 10.6170 10.5095 14.5402  0.001
C22 11.0645 9.1779 15.0952  -0.001
H1 11.7273 7.1540 14.5847  0.000
H2 10.1852 7.5701 14.0776  0.000
H3 12.2524 7.4730 12.4046  0.000
H4 12.1667 9.1955 12.6004  0.000
H5 9.5406 8.3743 12.3154  0.000
H6 10.3204 7.2808 11.2310  -0.001
H7 11.7231 7.3461 9.7008  0.000
H8 11.9839 6.6275 7.6754  0.000
H9 11.1521 7.4667 5.4996  0.000
H10 9.7462 9.3555 5.2581  0.000
H11 9.3401 11.0085 6.7656  0.000
H12 7.7291 11.5597 8.1296  -0.001
H13 8.9911 12.8762 7.9972  0.000
H14 7.0201 13.6529 9.2656  0.000
H15 8.3399 13.6949 10.3772  0.000
H16 6.3940 11.3469 10.2017  0.000
H17 6.2496 12.6940 11.3232  0.000
H18 5.3785 10.9496 11.9598  0.000
H19 4.0861 9.8902 13.3910  0.000
H20 4.6127 8.5399 15.1417  0.000
H21 6.8291 8.2892 16.1145  0.000
H22 8.7981 9.1621 15.3808  0.000
H23 10.3920 11.1513 15.3785  0.000
H24 11.5320 11.0400 14.1202  0.001
H25 10.4726 8.8883 15.9656  0.000
H26 12.0812 9.3897 15.4210  0.000
C23 13.4699 13.4199 15.3222  0.000
C24 13.0912 14.5994 16.1690  0.000
C25 14.0681 15.3197 16.8455  0.000
C26 13.7753 16.4555 17.5864  0.000
C27 12.4534 16.8511 17.7142  0.000
C28 11.4271 16.1454 17.0587  0.000
C29 10.0124 16.5731 17.1475  0.000
C30 11.7488 15.0299 16.2468  0.000
N5 10.7314 14.5651 15.3708  0.000
C31 9.9272 13.6241 15.7605  0.000
O1 9.9246 12.8555 16.7629  0.000
C32 8.5269 13.6929 15.0059  0.000
C33 7.4664 12.9678 15.5964  0.000
C34 6.2191 13.0996 15.0758  0.000
C35 6.0255 13.8531 13.9154  0.000
C36 7.0968 14.5036 13.3480  0.000
N6 8.3098 14.4026 13.8684  0.000
C37 6.8424 15.6545 12.3810  0.000
O2 5.7003 16.1743 12.4784  0.000
N7 7.8472 16.0155 11.6140  0.000
C38 7.7363 17.3089 11.2023  0.000
C39 7.5796 17.5908 9.8346  0.000
C40 7.4401 16.4741 8.8295  0.000
C41 7.4513 18.9112 9.4439  0.000
C42 7.5564 19.9780 10.3200  0.000
C43 7.7490 19.6763 11.6570  0.000
C44 7.8402 18.3753 12.1173  0.000
C45 7.9994 18.0850 13.5852  0.000
H27 14.4848 13.1222 15.5417  0.000
H28 13.4129 13.7024 14.2646  0.000
H29 12.7655 12.6381 15.5211  0.000
H30 15.0677 14.9186 16.8035  0.000
H31 14.5913 17.0875 17.9727  0.000
H32 12.1648 17.7275 18.3057  0.000
H33 9.8384 17.6168 17.5110  0.000
H34 9.5344 16.4642 16.1655  0.000
H35 9.4850 15.9627 17.8820  0.000
H36 7.6476 12.3600 16.4976  0.000
H37 5.4601 12.5062 15.5351  0.000
H38 5.0270 13.9889 13.4925  0.000
H39 6.5451 15.9430 9.1030  0.000
H40 7.3981 16.8611 7.8251  0.000
H41 8.2336 15.6918 8.9446  0.000
H42 7.3206 19.1425 8.3746  0.000
H43 7.5784 21.0007 10.0296  0.000
H44 7.7184 20.4707 12.3761  0.000
H45 8.2139 19.0373 14.1257  0.000
H46 7.1036 17.6694 14.0898  0.000
H47 8.8605 17.4177 13.8335  0.000
I1 13.5677 11.6196 11.3335  -0.037
C46 12.2774 14.6835 7.0468  0.000
C47 11.8349 14.6847 8.4744  0.000
C48 11.7635 15.6820 9.3809  0.000
C49 11.1698 15.0980 10.5605  0.000
N8 10.9429 13.8236 10.3434  -0.005
N9 11.3519 13.5853 9.0670  -0.001
C50 11.0092 15.6983 11.9374  0.000
H48 13.2400 15.1694 6.8671  0.000
H49 11.5668 15.2654 6.4693  0.000
H50 12.3260 13.6678 6.6412  0.000
H51 12.0880 16.7542 9.2878  0.000
H52 11.2041 12.6649 8.6777  0.000
H53 11.9983 15.8654 12.3443  0.000
H54 10.4901 15.0413 12.6129  0.000
H55 10.4624 16.6644 11.9431  0.000

Summary:
- E_HOMO (spin up / spin down) (eV) = -2.3085 / -2.3085
- multiplicity = 8
- charge = -2
- LUMO energy (spin up / spin down) (eV) = 2.733 / 3.742
- HOMO-LUMO gap (spin up / spin down) (eV) = 5.04 / 6.05


> Number 1 is which compound?

C50H54N6O3Tc


> Which formula does entry 1 have?

C50H54N6O3Tc